(1)
Formula: C3H3NOS
Source: OMol25
Level of theory: wB97M-V/def2-TZVPD

## Properties
* 2S+1: 1
* Kohn-Sham gap (alpha / beta): 0.2150 / 0.2144 hartree
* energy relative to the best compared isomer or geometry (same formula, charge and spin): 4.028 eV
* calculated total energy: -17527.9119 eV

Positions of all 9 atoms, in Å:
1 S 2.171 0.307 0.646
2 O -1.582 -1.571 0.110
3 N -0.228 1.849 -2.642
4 C -0.690 0.430 -0.532
5 C -0.401 1.143 -1.715
6 C -0.745 -0.994 -0.522
7 H 2.540 0.132 -0.671
8 H -1.089 0.963 0.270
9 H 0.058 -1.502 -1.057

Cartesian forces, eV/Å:
S -1.68 -0.05 -1.66
O -0.62 -0.47 0.44
N -0.38 -1.90 2.10
C 2.66 1.03 -0.54
C 0.46 2.09 -1.98
C 0.63 -1.34 0.11
H -0.19 0.14 0.85
H -0.86 0.81 1.14
H -0.02 -0.32 -0.45

(2)
Formula: C12H26BeN6O6
Source: OMol25
Level of theory: wB97M-V/def2-TZVPD

## Properties
* 2S+1: 1
* Kohn-Sham gap (alpha / beta): 0.1109 / 0.1132 hartree
* calculated total energy: -34483.9005 eV

Positions of all 51 atoms, in Å:
1 O -2.020 0.710 0.344
2 O -1.603 -1.747 -0.186
3 O 2.864 2.072 -0.329
4 O -1.285 -0.992 -4.164
5 O 3.157 -0.443 -1.229
6 O 0.050 0.786 -2.560
7 N -0.765 1.098 0.128
8 N -0.526 -1.411 -0.758
9 N 1.929 -0.776 -1.305
10 N -0.015 -0.102 3.691
11 N 1.523 1.924 -0.511
12 N 1.028 -0.577 1.470
13 C 0.732 2.842 0.061
14 C -1.552 3.212 1.172
15 C 0.332 1.110 4.458
16 C 1.189 4.223 0.416
17 C 2.552 -3.105 -2.012
18 C 1.599 -2.096 -1.462
19 C -3.154 -1.057 -3.822
20 C 0.307 -2.447 -0.991
21 C -0.162 -3.808 -0.615
22 C -0.627 -1.259 4.377
23 C -0.558 2.375 0.458
24 C 0.541 -0.332 2.516
25 Be 0.661 0.626 -1.175
26 H -1.191 -3.961 -0.965
27 H -1.455 -1.651 3.743
28 H 0.476 -4.614 -0.981
29 H -2.478 2.646 1.284
30 H -1.015 -0.900 5.353
31 H 1.501 4.342 1.475
32 H -0.912 -0.981 -5.078
33 H 3.526 -3.061 -1.520
34 H -1.189 3.529 2.156
35 H -0.031 1.998 3.903
36 H -0.199 -3.882 0.479
37 H 0.133 -2.066 4.533
38 H -0.623 -0.381 -3.685
39 H -3.186 -0.114 -4.357
40 H -3.661 -1.951 -4.220
41 H -0.177 1.030 5.435
42 H 3.208 1.188 -0.634
43 H 2.155 -4.106 -1.842
44 H -0.551 1.536 -2.688
45 H -2.040 -0.293 0.190
46 H 0.328 4.905 0.285
47 H 1.430 1.179 4.598
48 H 2.030 4.553 -0.223
49 H -3.238 -0.892 -2.707
50 H 2.712 -2.997 -3.097
51 H -1.750 4.120 0.591

Cartesian forces, eV/Å:
O -0.25 0.09 0.13
O -3.49 0.28 1.49
O -0.60 0.73 -0.50
O -0.11 -0.68 -0.61
O 1.78 1.00 -0.80
O -1.03 0.49 -1.68
N 0.12 3.54 0.51
N 3.60 -1.85 -1.65
N -2.25 -2.37 0.66
N -0.57 0.02 0.90
N -1.41 2.07 2.17
N -0.85 0.67 2.57
C 3.26 -1.02 -0.73
C -0.31 0.28 -0.13
C 0.14 -0.29 -0.41
C 0.23 0.45 0.27
C 0.35 -0.17 0.42
C 1.43 2.99 -0.25
C 1.27 1.58 0.96
C -2.46 1.84 -0.18
C 0.07 -0.33 0.07
C 0.11 -0.15 -0.21
C -1.15 -2.83 -0.98
C 1.34 -0.59 -2.41
Be 0.26 -3.07 0.48
H 0.18 0.01 0.08
H 0.57 0.20 0.58
H -0.08 0.14 0.00
H 0.17 0.20 0.06
H 0.17 -0.39 -0.67
H -0.09 -0.28 -0.51
H -1.03 -0.34 0.47
H 0.03 0.14 -0.10
H 0.00 -0.06 -0.13
H 0.23 -0.35 0.45
H -0.09 -0.03 -0.06
H -0.67 0.57 0.01
H -0.52 0.45 1.66
H -0.79 -0.37 -0.11
H 1.07 0.33 -0.04
H 0.33 0.24 -0.53
H 0.03 -0.85 -0.51
H 0.09 0.04 -0.11
H 0.43 -0.28 0.13
H 0.50 -1.15 -0.33
H 0.48 -0.21 -0.04
H -0.59 0.08 0.06
H -0.48 -0.30 0.35
H 0.75 -0.59 -1.23
H -0.03 0.18 0.28
H -0.11 -0.05 0.15

(3)
Formula: C3H5NO2
Source: OMol25
Level of theory: wB97M-V/def2-TZVPD

## Properties
* 2S+1: 1
* Kohn-Sham gap: 0.4112 hartree
* energy relative to the best compared isomer or geometry (same formula, charge and spin): 1.843 eV
* calculated total energy: -8775.8519 eV

Positions of all 11 atoms, in Å:
1 O 1.641 -0.766 -0.157
2 O -1.395 0.006 0.458
3 N 0.107 1.728 1.184
4 C -0.798 -0.961 -0.455
5 C -0.234 0.735 0.498
6 C 0.471 -0.110 -0.545
7 H -0.638 2.018 1.819
8 H 0.587 0.419 -1.501
9 H -1.394 -1.066 -1.363
10 H 2.296 -0.080 0.025
11 H -0.644 -1.923 0.038

Cartesian forces, eV/Å:
O 0.15 0.14 0.04
O -0.04 0.08 0.09
N -0.23 -0.33 -0.21
C 0.00 -0.28 -0.22
C 0.22 0.43 0.24
C -0.23 0.07 -0.19
H 0.06 -0.01 0.00
H -0.04 -0.09 0.12
H 0.07 0.02 0.13
H 0.05 -0.16 0.05
H 0.00 0.13 -0.06

(4)
Formula: C3H12N2
Source: OMol25
Level of theory: wB97M-V/def2-TZVPD

## Properties
* 2S+1: 1
* Kohn-Sham gap: 0.3274 hartree
* SMILES: CCN.CN
* energy relative to the best compared isomer or geometry (same formula, charge and spin): 1.521 eV
* calculated total energy: -6284.0729 eV

Positions of all 17 atoms, in Å:
1 N -1.208 0.238 -0.827
2 N 0.587 -1.419 0.714
3 C -2.661 0.606 -1.065
4 C 2.002 0.474 1.196
5 C 1.889 -0.776 0.395
6 H -0.832 0.430 -1.835
7 H 2.590 -1.517 0.711
8 H -3.364 0.459 -0.224
9 H 0.234 -2.182 0.072
10 H 2.904 1.020 1.009
11 H 1.720 0.433 2.261
12 H -3.175 -0.007 -1.857
13 H -0.890 0.899 -0.059
14 H 1.780 -0.691 -0.677
15 H -2.754 1.643 -1.525
16 H 1.363 1.202 0.711
17 H -0.185 -0.812 1.002

Cartesian forces, eV/Å:
N -1.72 1.28 -1.65
N -0.99 -1.54 0.80
C -0.69 0.41 -1.40
C -0.58 1.41 -0.70
C -2.63 -1.70 0.50
H 0.08 -0.08 3.01
H 1.06 -0.28 -0.28
H 0.87 0.40 0.07
H 0.80 1.76 0.96
H 1.20 -0.22 0.49
H 0.39 -0.37 -0.51
H 1.09 0.02 0.57
H 0.07 -0.81 -1.97
H 1.32 0.83 -0.47
H -0.08 -0.87 1.05
H -0.94 0.22 0.16
H 0.77 -0.43 -0.64